# 1
{
  "formula": "C8H10N2O2PPdS4",
  "method": "wB97M-V/def2-TZVPD",
  "max_force_ev_per_a": 0.676,
  "gap_ev": [6.65, 6.24],
  "charge": -2,
  "spin_multiplicity": 2,
  "homo_energy_ev": [-1.66, -1.59],
  "e_above_lowest_ev": 0.000,
  "species": ["Pd", "C", "C", "O", "P", "S", "S", "O", "C", "C", "H", "H", "H", "H", "H", "H", "H", "H", "H", "H", "S", "C", "S", "C", "C", "N", "C", "N"],
  "xyz": [[1.157089, 0.635931, 0.013847], [-2.238579, -1.226256, 3.523217], [-2.596790, -0.321677, 2.361990], [-1.411282, 0.221466, 1.790419], [-0.926904, -0.251317, 0.307042], [0.494521, 2.516459, 1.044956], [-1.193365, -2.198229, 0.116667], [-2.118278, 0.373759, -0.641093], [-2.228891, 1.775551, -0.857604], [-1.667725, 2.139945, -2.215294], [-3.143854, -1.589602, 4.019671], [-1.630229, -0.684805, 4.249619], [-1.667342, -2.076715, 3.152282], [-3.198687, 0.527614, 2.701566], [-3.166613, -0.875420, 1.613133], [-1.709865, 2.332868, -0.072754], [-3.295602, 2.015466, -0.794075], [-0.603200, 1.905397, -2.248619], [-1.789303, 3.210710, -2.402738], [-2.175400, 1.578467, -3.002037], [3.608222, 0.244945, 0.350821], [3.451728, -0.762612, -1.046586], [1.843231, -0.970288, -1.623264], [4.555424, -1.347795, -1.671819], [4.422258, -2.167240, -2.832350], [4.355258, -2.836172, -3.772062], [5.888607, -1.151582, -1.201532], [6.985574, -1.018867, -0.863401]],
  "forces_ev_per_a": [[-0.2, -0.6, 0.1], [0.0, 0.0, 0.0], [0.0, 0.0, 0.0], [-0.1, 0.0, 0.1], [-0.1, 0.0, -0.4], [0.4, 0.1, 0.2], [0.1, 0.1, 0.0], [0.0, 0.0, 0.0], [0.0, 0.0, 0.0], [0.0, 0.1, 0.0], [0.0, 0.0, 0.0], [0.0, 0.0, 0.0], [0.0, 0.0, 0.0], [0.0, 0.0, 0.0], [0.0, 0.0, 0.0], [0.0, 0.0, 0.0], [0.0, 0.0, 0.0], [0.0, 0.0, 0.0], [0.0, 0.0, 0.0], [0.0, 0.0, 0.0], [-0.4, 0.3, -0.4], [0.1, 0.1, -0.1], [0.2, 0.1, 0.5], [0.2, -0.1, -0.1], [0.0, 0.1, 0.2], [0.0, 0.0, 0.0], [-0.3, 0.0, -0.1], [0.0, 0.0, 0.0]]
}



# 2
{
  "formula": "C24H25N3O5S",
  "method": "wB97M-V/def2-TZVPD",
  "max_force_ev_per_a": 0.766,
  "gap_ev": 7.52,
  "spin_multiplicity": 1,
  "homo_energy_ev": -7.71,
  "e_above_lowest_ev": 0.218,
  "smiles": "C[C@H](C(=O)Nc1sc2c(c1C(=O)NC[C@H]1CCCO1)CCC2)N1C(=O)c2ccccc2C1=O",
  "species": ["C", "C", "C", "O", "N", "C", "S", "C", "C", "C", "C", "O", "N", "C", "C", "C", "C", "C", "O", "C", "C", "C", "N", "C", "O", "C", "C", "C", "C", "C", "C", "C", "O", "H", "H", "H", "H", "H", "H", "H", "H", "H", "H", "H", "H", "H", "H", "H", "H", "H", "H", "H", "H", "H", "H", "H", "H", "H"],
  "xyz": [[0.814679, -0.169325, -3.439393], [2.184831, -0.338831, -2.790410], [2.183422, -0.283441, -1.258827], [3.174630, 0.035997, -0.627793], [1.032127, -0.633339, -0.652629], [0.906407, -0.627057, 0.711713], [2.220829, -0.177700, 1.735684], [1.206102, -0.460650, 3.107943], [-0.050405, -0.867070, 2.787449], [-0.257007, -0.966922, 1.382716], [-1.460381, -1.330176, 0.631174], [-1.472349, -1.408541, -0.601025], [-2.555406, -1.603427, 1.368305], [-3.856631, -1.810482, 0.787323], [-4.807017, -0.680865, 1.219702], [-6.251391, -0.929756, 0.770111], [-6.864400, -1.606309, 1.995002], [-6.124271, -0.902084, 3.129508], [-4.824183, -0.616067, 2.643945], [-0.869988, -1.080556, 4.024726], [0.183353, -1.015883, 5.156601], [1.428205, -0.314233, 4.573023], [3.105661, 0.686297, -3.238561], [2.983931, 2.017242, -2.858851], [2.049445, 2.481638, -2.258147], [4.203012, 2.682457, -3.378215], [4.607611, 3.998837, -3.310120], [5.826662, 4.331207, -3.893290], [6.605860, 3.372680, -4.522175], [6.196366, 2.044490, -4.591664], [4.989056, 1.715775, -4.012138], [4.290493, 0.412362, -3.906522], [4.618205, -0.674916, -4.307312], [0.172870, -1.018593, -3.221907], [0.936135, -0.103161, -4.518929], [0.340406, 0.742636, -3.084996], [2.635735, -1.294833, -3.091872], [0.153089, -0.900479, -1.118299], [-2.556263, -1.393266, 2.353478], [-4.254278, -2.773611, 1.124529], [-3.739096, -1.820902, -0.298067], [-4.411389, 0.270512, 0.842033], [-6.752635, 0.017882, 0.572637], [-6.295594, -1.545525, -0.124915], [-6.637500, -2.672739, 1.996914], [-7.941428, -1.474549, 2.060682], [-6.626504, 0.039115, 3.394090], [-6.024952, -1.512262, 4.030239], [-1.613795, -0.285764, 4.136871], [-1.387328, -2.041579, 4.032827], [0.450635, -2.029725, 5.454802], [-0.200079, -0.497806, 6.033576], [1.460834, 0.742718, 4.851447], [2.357204, -0.775308, 4.908355], [3.997269, 4.738835, -2.816528], [6.172721, 5.353340, -3.853138], [7.548064, 3.660989, -4.964001], [6.798420, 1.292724, -5.077683]],
  "forces_ev_per_a": [[0.1, 0.0, 0.0], [0.0, 0.1, -0.1], [0.1, -0.1, -0.3], [0.1, 0.0, -0.3], [-0.3, -0.1, -0.3], [-0.1, 0.0, 0.3], [-0.5, -0.1, 0.6], [-0.3, -0.2, -0.3], [0.5, 0.1, 0.2], [0.5, 0.2, -0.4], [0.1, -0.1, 0.2], [-0.1, 0.0, -0.3], [-0.2, 0.0, 0.2], [-0.3, 0.3, 0.0], [0.2, -0.2, -0.6], [0.1, 0.1, 0.2], [0.2, 0.1, 0.1], [-0.4, 0.0, 0.2], [0.3, 0.0, 0.0], [-0.1, 0.0, 0.1], [0.0, 0.0, 0.0], [0.2, 0.1, 0.1], [-0.4, -0.3, 0.1], [-0.1, 0.1, -0.1], [0.0, 0.0, 0.0], [0.6, -0.1, -0.3], [-0.1, -0.1, 0.0], [-0.1, 0.1, 0.1], [0.0, -0.1, 0.0], [-0.1, -0.1, 0.0], [0.0, 0.7, 0.2], [0.0, -0.2, -0.1], [0.1, 0.0, 0.0], [-0.1, -0.1, 0.0], [0.0, -0.1, 0.0], [-0.1, 0.0, 0.0], [-0.1, 0.2, 0.1], [0.3, 0.1, 0.0], [0.1, 0.0, 0.0], [-0.1, 0.0, -0.1], [-0.1, 0.0, 0.1], [0.0, -0.1, 0.0], [0.0, 0.0, -0.1], [0.0, 0.0, -0.1], [0.0, 0.0, 0.0], [-0.1, 0.0, 0.0], [0.0, -0.1, 0.0], [-0.1, 0.1, 0.0], [-0.1, 0.0, 0.0], [-0.1, 0.0, 0.0], [0.0, 0.0, 0.0], [0.0, -0.1, 0.1], [0.1, 0.0, 0.1], [0.0, 0.0, 0.1], [-0.1, 0.1, 0.1], [0.0, 0.1, 0.0], [0.1, 0.0, 0.0], [0.1, -0.1, 0.0]]
}



# 3
{
  "formula": "C3H3NO2",
  "method": "wB97M-V/def2-TZVPD",
  "max_force_ev_per_a": 2.981,
  "gap_ev": 10.73,
  "spin_multiplicity": 1,
  "homo_energy_ev": -10.99,
  "e_above_lowest_ev": 2.718,
  "smiles": "[H]/N=C1\\COC1=O",
  "species": ["H", "N", "C", "C", "O", "C", "O", "H", "H"],
  "xyz": [[0.175085, -0.898846, 1.670360], [-0.820673, -1.012222, 1.459594], [-0.510151, -0.383755, 0.415460], [0.905686, 0.189008, -0.056662], [0.203028, 0.647930, -1.226466], [-1.033126, 0.175234, -0.872127], [-2.056585, 0.248484, -1.467136], [1.723370, -0.506637, -0.329716], [1.375114, 1.034449, 0.483813]],
  "forces_ev_per_a": [[-0.1, -1.4, 2.6], [0.8, 0.7, -1.0], [1.3, 0.5, -0.3], [-0.3, 0.0, -0.1], [-0.1, 0.4, -0.8], [-0.7, 0.2, -0.7], [0.4, 0.0, 0.2], [-0.7, 0.0, 0.2], [-0.6, -0.4, 0.0]]
}



# 4
{
  "formula": "C3H6N2",
  "method": "wB97M-V/def2-TZVPD",
  "max_force_ev_per_a": 1.105,
  "gap_ev": 11.27,
  "spin_multiplicity": 1,
  "homo_energy_ev": -10.41,
  "e_above_lowest_ev": 0.667,
  "smiles": "C[C@@H](N)C#N",
  "species": ["C", "C", "N", "C", "N", "H", "H", "H", "H", "H", "H"],
  "xyz": [[-1.038843, 0.641738, -0.215836], [0.327049, -0.071505, -0.363333], [1.353855, 0.519502, 0.480662], [-0.016430, -1.485575, -0.067451], [-0.495497, -2.499855, 0.217713], [-1.323179, 1.161576, -1.132077], [-1.801076, -0.108058, 0.009590], [-1.008351, 1.357953, 0.608415], [0.691418, -0.010462, -1.395477], [2.230867, 0.012534, 0.399936], [1.080188, 0.482152, 1.457859]],
  "forces_ev_per_a": [[-0.1, 0.1, 0.0], [-0.1, -0.1, -0.1], [0.0, -0.1, 0.1], [-0.3, -1.0, 0.3], [0.7, 0.7, -0.3], [0.1, 0.0, 0.1], [0.0, 0.4, -0.1], [0.1, 0.0, -0.1], [-0.2, -0.1, 0.2], [-0.1, 0.1, 0.0], [0.0, 0.0, -0.1]]
}



# 5
{
  "formula": "C8H13NO",
  "method": "wB97M-V/def2-TZVPD",
  "max_force_ev_per_a": 4.438,
  "gap_ev": 8.67,
  "charge": 2,
  "spin_multiplicity": 1,
  "homo_energy_ev": -17.78,
  "e_above_lowest_ev": 1.888,
  "species": ["C", "C", "C", "C", "C", "C", "C", "C", "N", "O", "H", "H", "H", "H", "H", "H", "H", "H", "H", "H", "H", "H", "H"],
  "xyz": [[3.533822, -0.798582, 0.725772], [2.693846, -1.699248, 0.088592], [3.124342, 0.495837, 0.176232], [1.748731, -0.935764, -0.541499], [3.525495, 1.764410, 0.367439], [-3.056844, 1.544198, 0.005509], [-1.892364, 0.648275, -0.317484], [-1.800990, -0.678496, -0.302576], [-3.022717, -1.356375, 0.079015], [1.988673, 0.308473, -0.523812], [4.412316, -0.849594, 1.302066], [2.542174, -2.809031, 0.031055], [3.070546, 2.603892, -0.148509], [4.406081, 1.978145, 0.927249], [-3.975333, 1.166238, 0.563363], [-3.421600, 1.756316, -0.998942], [-2.671523, 2.375182, 0.488414], [0.808535, -1.262141, -1.184811], [-0.890493, 1.129961, -0.333904], [-1.110953, -1.222463, -0.845568], [-3.386052, -1.853818, -0.761248], [-3.675723, -0.537941, 0.142214], [-2.949975, -1.767477, 1.061429]],
  "forces_ev_per_a": [[-0.8, 1.1, -2.4], [0.0, -2.2, 1.1], [1.0, 0.5, 2.2], [-3.0, -1.7, -2.8], [0.3, -0.5, -0.6], [-1.1, -2.3, -0.9], [1.8, 0.0, 1.7], [-1.5, 2.0, 0.1], [-1.3, 0.8, 0.0], [-1.2, 1.6, -1.1], [0.8, -0.7, 0.8], [0.9, 1.2, 0.6], [-0.2, -0.2, 0.1], [0.5, 0.0, 0.5], [1.3, 0.2, -0.4], [-0.2, 0.8, 0.0], [0.3, 1.9, 0.8], [2.4, 0.7, 1.6], [-0.9, 0.1, -1.0], [1.5, -1.2, -0.2], [0.0, -0.9, 1.4], [0.1, -1.0, 0.5], [-0.5, -0.3, -1.9]]
}



# 6
{
  "formula": "C4H9N",
  "method": "wB97M-V/def2-TZVPD",
  "max_force_ev_per_a": 2.949,
  "gap_ev": 9.95,
  "spin_multiplicity": 1,
  "homo_energy_ev": -8.81,
  "e_above_lowest_ev": 1.178,
  "smiles": "C1CCNC1",
  "species": ["C", "C", "C", "N", "C", "H", "H", "H", "H", "H", "H", "H", "H", "H"],
  "xyz": [[-1.016390, 0.699861, -0.239829], [0.486142, 1.120801, 0.117997], [1.313119, -0.290705, 0.049109], [0.276875, -1.381112, -0.129387], [-0.996072, -0.803853, 0.287955], [-1.156017, 0.651493, -1.398500], [-1.972556, 1.268711, 0.227243], [0.750296, 1.701234, 1.125784], [0.843816, 1.795964, -0.698643], [1.811295, -0.379577, 1.070643], [2.095058, -0.364491, -0.788425], [0.385233, -1.648185, -1.090837], [-1.855360, -1.521678, 0.103480], [-0.965445, -0.848469, 1.363415]],
  "forces_ev_per_a": [[-1.3, -0.7, 0.5], [0.6, 0.5, -0.3], [-0.5, 0.5, 0.8], [1.6, 1.1, 0.4], [-0.5, -0.4, -0.8], [0.3, 0.3, 2.1], [2.6, -0.9, -1.0], [-1.2, -1.5, -2.0], [-0.2, -0.4, 0.7], [-0.4, -0.2, -1.4], [-1.2, 0.3, 1.3], [-0.9, -0.2, -0.4], [0.8, 1.1, -0.6], [0.1, 0.6, 0.7]]
}



# 7
{
  "formula": "C28H41ClGeIrO5PSi3",
  "method": "wB97M-V/def2-TZVPD",
  "max_force_ev_per_a": 3.108,
  "gap_ev": [5.90, 5.22],
  "charge": 1,
  "spin_multiplicity": 2,
  "homo_energy_ev": [-10.26, -10.13],
  "e_above_lowest_ev": 0.528,
  "species": ["Ir", "O", "C", "C", "C", "C", "C", "C", "C", "P", "C", "C", "C", "C", "C", "C", "C", "C", "C", "C", "C", "C", "H", "H", "H", "H", "H", "H", "H", "H", "H", "H", "H", "H", "H", "H", "O", "Cl", "O", "O", "O", "C", "Si", "C", "C", "Ge", "Si", "C", "C", "C", "Si", "C", "C", "C", "H", "H", "H", "H", "H", "H", "H", "H", "H", "H", "H", "H", "H", "H", "H", "H", "H", "H", "H", "H", "H", "H", "H", "H", "H", "H", "H"],
  "xyz": [[-0.435105, -0.640406, -0.363612], [0.909972, 0.094429, 1.947285], [-0.032672, -0.643122, 1.620480], [-0.698351, -1.574819, 2.490336], [-0.744745, -1.401789, 3.882952], [-1.528904, -2.232653, 4.653991], [-2.262795, -3.263673, 4.074115], [-2.198568, -3.469157, 2.703077], [-1.414919, -2.641150, 1.919625], [-1.192310, -2.758567, 0.130497], [-2.694634, -3.520085, -0.534209], [-3.758780, -2.687693, -0.880910], [-4.931489, -3.232978, -1.374922], [-5.043853, -4.607596, -1.528800], [-3.987138, -5.437736, -1.179292], [-2.809764, -4.899920, -0.684730], [0.077054, -4.014566, -0.214132], [0.613651, -4.010326, -1.500352], [1.573317, -4.941256, -1.857312], [1.997271, -5.885368, -0.931104], [1.467156, -5.891177, 0.350735], [0.512311, -4.953200, 0.713889], [-0.191058, -0.582063, 4.320873], [-1.582519, -2.076075, 5.722968], [-2.879882, -3.899807, 4.692961], [-2.762539, -4.271054, 2.241832], [-3.652322, -1.614668, -0.762830], [-5.756584, -2.588951, -1.647196], [-5.952386, -5.036305, -1.929259], [-4.074158, -6.509275, -1.296490], [-1.987465, -5.549873, -0.416847], [0.260884, -3.278340, -2.218847], [1.990421, -4.933913, -2.855522], [2.741843, -6.618015, -1.211922], [1.801923, -6.629480, 1.066983], [0.102486, -4.950092, 1.717173], [-0.382078, 2.611085, -2.772832], [-0.464724, 1.480587, -1.943447], [-1.789536, 0.983069, -1.787278], [0.375380, 0.407866, -2.457752], [0.062366, 1.797696, -0.612757], [2.044460, 3.044252, 2.281743], [2.799347, 2.653327, 0.601530], [2.420876, 3.901632, -0.765473], [4.682324, 2.424092, 0.722963], [2.063043, 0.197851, -0.075402], [3.482003, -1.015359, 1.921563], [5.308680, -1.110112, 1.425206], [2.698796, -2.707497, 1.608597], [3.270008, -0.400573, 3.695003], [3.603208, 0.251746, -2.431487], [2.907291, -1.472985, -2.792785], [3.086427, 1.540499, -3.704960], [5.489711, 0.148520, -2.300510], [2.327061, 4.047751, 2.605933], [2.376206, 2.333088, 3.037723], [0.956568, 2.993411, 2.232171], [2.356221, 4.904869, -0.337644], [1.472930, 3.702393, -1.259072], [3.203426, 3.914228, -1.524554], [5.153953, 3.408736, 0.751331], [5.093944, 1.882171, -0.128951], [4.967874, 1.896419, 1.632739], [5.444683, -1.299191, 0.361636], [5.769146, -1.937964, 1.970438], [5.857925, -0.205816, 1.684323], [2.860375, -3.038881, 0.582119], [1.625655, -2.669982, 1.787866], [3.116681, -3.471015, 2.270870], [3.993752, 0.370865, 3.958737], [3.404902, -1.231190, 4.391567], [2.269678, 0.000050, 3.837824], [1.824758, -1.404936, -2.889204], [3.139468, -2.185884, -1.999994], [3.308392, -1.864025, -3.731120], [2.059808, 1.868705, -3.555461], [3.141136, 1.095410, -4.701650], [3.730409, 2.419411, -3.694592], [5.828185, -0.429283, -1.441736], [5.953158, 1.133495, -2.248161], [5.866678, -0.347612, -3.197542]],
  "forces_ev_per_a": [[1.0, 0.3, 2.5], [-1.5, 0.2, 0.5], [0.8, 0.4, -3.0], [-1.1, -0.9, 1.7], [0.3, 0.2, -0.7], [-0.1, -0.3, 0.3], [0.2, 0.2, 0.0], [0.0, -0.2, -0.1], [0.3, 0.5, 0.0], [1.3, 0.2, -0.2], [-0.1, 0.6, -0.2], [0.1, 0.0, 0.1], [-0.1, 0.1, 0.0], [0.1, 0.0, 0.0], [0.0, 0.0, 0.0], [0.1, 0.0, 0.1], [0.0, 0.1, 0.1], [-0.1, 0.0, 0.0], [0.0, 0.0, 0.0], [0.0, 0.0, 0.0], [0.1, -0.1, 0.0], [-0.2, 0.0, 0.0], [0.0, 0.0, 0.1], [0.0, 0.0, 0.0], [0.0, 0.0, 0.0], [0.0, 0.0, 0.0], [-0.1, 0.0, 0.0], [0.0, 0.0, 0.0], [0.0, 0.0, 0.0], [0.0, 0.0, 0.0], [0.0, 0.0, -0.1], [0.1, 0.0, 0.0], [0.0, 0.0, 0.0], [0.0, 0.0, 0.0], [0.0, 0.0, 0.0], [0.0, 0.0, 0.0], [-0.1, 0.4, -0.2], [0.3, 1.2, -1.4], [-1.1, -0.2, -0.1], [-0.2, -0.5, -0.4], [-0.3, -0.9, 0.8], [-0.1, -0.3, -0.4], [0.4, 0.1, -0.5], [-0.1, -0.2, 0.3], [-0.5, -0.1, 0.1], [1.9, -0.7, 1.5], [-0.4, -0.3, -1.5], [-0.3, 0.1, 0.3], [0.3, 0.2, 0.6], [0.0, 0.1, -0.3], [-0.4, -0.5, -0.6], [0.0, 0.4, 0.1], [0.0, -0.1, 0.4], [-0.4, 0.3, 0.5], [0.1, 0.0, -0.1], [0.0, 0.0, 0.0], [0.0, 0.0, 0.0], [0.1, 0.0, 0.1], [0.0, 0.0, 0.0], [0.1, -0.1, 0.0], [0.0, 0.1, 0.0], [0.0, 0.0, 0.0], [0.0, 0.0, 0.0], [-0.1, -0.1, 0.0], [0.0, 0.0, 0.0], [0.0, 0.0, 0.0], [0.0, 0.1, -0.1], [0.0, -0.1, 0.0], [0.0, 0.0, 0.0], [0.1, 0.0, -0.1], [0.1, -0.1, -0.1], [0.0, 0.0, 0.1], [0.0, -0.1, 0.0], [0.0, 0.0, 0.0], [0.1, 0.1, 0.0], [0.0, 0.0, 0.0], [0.1, -0.1, 0.0], [0.1, 0.0, 0.1], [0.0, 0.0, 0.0], [0.0, 0.0, 0.0], [-0.2, 0.0, -0.1]]
}